81
Properties=species:S:1:pos:R:3:forces:R:3 method="wB97M-V/def2-TZVPD" lumo_ev="-6.57 / -6.57" homo_energy_ev="-12.7 / -12.7" total_charge=+2 energy_ev=-126160.64799 de_lowest_ev=1.273 homo_lumo_gap_ha="0.2268 / 0.2268"
C -1.81347 6.33428 -4.05190 -0.16 0.07 -0.25
C -1.88260 4.99497 -4.47258 -0.57 0.70 -0.55
C -2.33952 4.71230 -5.78002 0.04 0.25 0.17
C -2.65001 5.79266 -6.61733 0.20 -0.23 0.61
N -2.54132 7.05692 -6.20930 -0.18 0.26 -0.25
C -2.15230 7.33884 -4.96669 0.06 -0.77 0.16
C -1.37962 3.96228 -3.61163 3.05 -0.80 0.76
C -0.50271 3.27236 -3.05503 0.15 2.32 -2.00
C 0.51010 2.31176 -2.76119 -0.57 -0.59 0.35
C 1.34074 2.32674 -1.60754 -0.44 0.16 0.16
C 2.11852 1.23267 -1.31252 0.14 -0.18 -0.16
C 1.93615 0.00043 -2.02604 1.46 1.26 -1.10
C 1.39188 0.12005 -3.33869 0.07 -0.17 0.06
C 0.65327 1.23525 -3.67941 -0.18 -0.22 -0.08
Ba -2.67452 1.93135 -2.54531 -1.55 -1.25 1.24
P 3.24830 -1.28097 -1.75686 0.03 -0.17 0.84
H -2.41989 3.69362 -6.16712 0.10 0.27 0.21
H -1.48703 6.59437 -3.04784 -0.02 -0.11 -0.20
H -2.98590 5.61394 -7.64729 0.16 0.18 0.47
H -2.09318 8.39036 -4.66918 -0.05 -0.35 -0.24
H 0.15702 1.29726 -4.66036 0.31 -0.03 0.45
H 1.29728 3.20273 -0.94820 0.28 -0.35 -0.34
H 1.52036 -0.70485 -4.04519 -0.24 0.37 0.21
H 2.86431 1.25911 -0.51595 -0.54 0.15 -0.02
C 2.74714 -2.32704 -0.34630 -0.97 0.08 0.11
C 3.02907 -3.81775 -0.37096 0.22 -0.40 0.06
H 1.63365 -2.17824 -0.27578 1.37 -0.29 -0.10
H 3.14562 -1.85726 0.56785 0.08 0.00 -0.37
H 2.46773 -4.27728 0.45726 0.21 0.09 -0.33
H 2.68569 -4.27930 -1.30505 0.09 0.03 0.22
H 4.08761 -4.05436 -0.21710 -0.19 -0.04 -0.15
C 3.64910 -2.16976 -3.28649 -0.19 -0.46 -0.35
C 4.49422 -1.41461 -4.33566 -0.06 0.11 -0.07
H 2.70816 -2.51756 -3.74198 0.23 -0.02 0.20
H 4.19428 -3.08018 -2.98195 -0.27 0.30 0.09
H 4.78617 -2.12268 -5.12713 -0.11 0.24 0.34
H 3.92847 -0.60526 -4.82136 0.21 -0.19 0.26
H 5.41627 -0.99914 -3.90409 -0.31 -0.14 -0.17
C 4.80165 -0.51166 -1.22073 -0.10 0.60 -0.16
C 5.86041 -1.56824 -0.89415 0.18 -0.20 0.08
H 4.57998 0.10710 -0.33819 0.10 -0.24 -0.20
H 5.14351 0.17421 -2.00951 -0.07 -0.13 0.22
H 6.76199 -1.07707 -0.51349 -0.18 -0.06 -0.10
H 5.51611 -2.26221 -0.11596 0.09 0.18 -0.22
H 6.15534 -2.15162 -1.77750 -0.12 0.16 0.23
Br 0.02163 -0.90145 -0.69966 -1.59 0.48 0.27
P -2.86240 -2.25557 -3.65381 -0.09 -1.94 -0.17
C -1.05060 -2.60251 -3.70669 0.13 0.34 0.22
C -0.78869 -4.09918 -3.84381 0.14 -0.08 -0.18
H -0.60013 -2.19168 -2.78181 -0.14 -0.24 -0.54
H -0.62247 -2.04908 -4.55370 -0.04 -0.15 -0.01
H 0.28758 -4.29482 -3.91394 -0.15 -0.06 0.07
H -1.18098 -4.65904 -2.98849 0.06 0.08 -0.09
H -1.25857 -4.50144 -4.74888 0.08 0.06 0.19
C -3.14845 -2.33268 -1.82136 -0.09 0.30 -0.19
C -4.57319 -2.81043 -1.53346 0.08 0.01 0.27
H -2.94224 -1.35162 -1.36802 -0.02 -0.19 0.13
H -2.41072 -3.02679 -1.38471 -0.18 0.29 -0.26
H -4.73873 -2.84281 -0.45154 -0.11 -0.01 -0.17
H -5.31414 -2.13926 -1.98121 0.01 -0.13 0.07
H -4.74050 -3.81822 -1.93441 0.03 0.29 0.05
C -2.85836 -0.51146 -4.15690 0.09 0.25 0.12
C -2.89763 -0.34644 -5.67663 -0.03 0.28 -0.20
H -1.90600 -0.10520 -3.75210 -0.32 0.11 -0.12
H -3.77894 -0.07360 -3.71486 0.33 -0.14 -0.15
H -3.03116 0.71404 -5.93049 0.07 -0.13 -0.16
H -1.96477 -0.68355 -6.14733 -0.24 0.01 0.17
H -3.73146 -0.89950 -6.13165 0.26 0.11 0.26
N -2.12179 1.96957 0.01177 1.63 0.02 2.71
C -1.49652 1.90287 1.00692 -1.55 0.21 -2.42
C -0.76590 1.77466 2.21807 0.59 0.05 0.95
C -1.43064 1.80404 3.45624 -0.13 -0.11 0.12
C -0.73928 1.50140 4.63132 0.00 0.03 -0.21
C 0.62767 1.20605 4.58967 -0.08 0.15 -0.19
C 1.32404 1.32172 3.38113 -0.33 0.07 -0.19
C 0.62864 1.59976 2.20236 0.28 -0.15 -0.13
H -2.48831 2.06489 3.48641 0.23 -0.23 0.05
H -1.26966 1.49486 5.58518 0.14 -0.01 -0.35
H 1.15601 0.90687 5.49971 -0.21 0.23 -0.33
H 2.40846 1.19504 3.35345 -0.39 -0.02 0.00
H 1.16439 1.66982 1.25382 -0.21 -0.15 0.30

40
Properties=species:S:1:pos:R:3:forces:R:3 method="wB97M-V/def2-TZVPD" lumo_ev=-6.51 homo_energy_ev=-15.7 total_charge=+2 energy_ev=-28958.33214 homo_lumo_gap_ha=0.3390
Cd 0.10053 0.15954 0.64902 -0.03 -0.20 -0.34
C -1.07506 0.97849 3.55633 -0.01 0.02 -0.06
O -1.36700 0.95725 2.13830 -0.04 0.06 0.01
C -2.70023 0.46783 1.87214 0.05 0.04 0.00
C -2.95927 0.53438 0.38078 0.04 -0.05 -0.01
O -1.93416 -0.12807 -0.38310 -0.04 0.06 0.15
C -2.12154 -1.52306 -0.68475 -0.06 0.04 -0.03
C -1.86845 -2.43141 0.50481 0.03 -0.04 0.05
O -0.73420 -1.95111 1.23863 0.12 -0.02 -0.08
C 0.00366 -3.00724 1.89068 -0.05 0.05 -0.01
H -1.81516 1.59520 4.06296 0.00 0.00 0.01
H -0.08955 1.41997 3.67792 0.00 0.00 0.01
H -1.09362 -0.03709 3.95341 0.00 0.01 0.02
H -3.41610 1.10960 2.38986 0.00 0.00 -0.01
H -2.78149 -0.54381 2.27291 -0.02 -0.01 -0.02
H -2.94921 1.56903 0.03941 0.00 0.01 0.02
H -3.93643 0.10745 0.14949 0.01 -0.02 0.02
H -1.40640 -1.72652 -1.48043 0.02 -0.01 0.02
H -3.12887 -1.67965 -1.07388 0.01 -0.01 -0.01
H -1.66612 -3.43546 0.12509 -0.01 0.00 0.01
H -2.72302 -2.49618 1.18227 -0.02 0.04 -0.01
H 0.49737 -3.62740 1.14335 0.01 -0.02 0.02
H -0.67456 -3.60864 2.49513 0.01 0.00 0.01
H 0.74281 -2.53851 2.53514 0.01 -0.01 -0.01
C 3.40731 -1.00898 -2.76900 -0.03 0.10 0.03
N 2.82480 0.27011 -2.32334 0.05 0.03 -0.05
C 3.13904 1.45418 -2.92533 0.00 -0.06 0.01
C 2.60877 2.62455 -2.51809 0.00 -0.03 0.02
C 1.70527 2.59309 -1.41734 -0.01 0.06 0.02
N 1.39812 1.42480 -0.83500 -0.01 0.00 0.02
C 1.94789 0.26727 -1.28890 -0.01 0.02 0.12
O 1.61690 -0.79934 -0.71836 -0.04 0.00 0.08
N 1.15690 3.70833 -0.95128 -0.01 0.02 0.02
H 4.15448 -0.79154 -3.52552 0.00 -0.03 -0.01
H 2.62751 -1.64058 -3.18626 0.01 -0.02 0.01
H 3.87090 -1.50488 -1.92126 0.00 -0.03 -0.01
H 3.84028 1.38784 -3.74525 0.00 0.02 0.00
H 2.87120 3.55126 -3.00397 -0.01 0.01 0.01
H 1.37927 4.60319 -1.35520 0.01 -0.01 -0.01
H 0.54745 3.69614 -0.15135 0.00 -0.02 -0.01

13
Properties=species:S:1:pos:R:3:forces:R:3 method="wB97M-V/def2-TZVPD" lumo_ev=0.79 homo_energy_ev=-9.7 total_charge=0 energy_ev=-9836.46142 de_lowest_ev=2.746 homo_lumo_gap_ha=0.3845
C -1.80418 -0.81226 0.05358 -3.01 2.30 -5.73
C -0.52177 0.65858 0.01043 -2.90 -1.13 -1.71
C 0.47296 1.43928 -0.15160 7.05 -0.93 0.79
C 1.75386 0.62820 0.00844 1.20 2.54 0.45
C 0.75718 -1.30568 -0.02219 2.36 -5.77 -1.28
C -0.38507 -0.70864 -0.25865 -1.44 1.27 1.52
H -2.63187 -1.12434 -0.69354 1.64 0.62 0.84
H -1.96918 -1.31276 0.88211 -1.11 -1.65 4.61
H 0.61487 2.44280 -0.08785 -0.12 2.77 0.07
H 2.77226 1.06884 0.17606 -1.38 0.88 -0.49
H 0.85879 -2.49164 -0.18209 -0.27 2.66 0.80
N 1.94167 -0.64814 0.14775 -2.02 -0.28 -0.57
O -1.85930 0.81964 0.12887 0.00 -3.28 0.71